Entry 1:
An isolated molecule of C22H35N3O5S in a non-equilibrium geometry. Source: the OMol25 dataset; level of theory: ωB97M-V/def2-TZVPD.

The geometry in XYZ format:
```
66
Properties=species:S:1:pos:R:3:mulliken_charge:R:1
C -2.717 -4.355 0.000 -0.974
H -3.599 -4.430 -0.645 0.401
O -2.675 -3.126 0.678 -0.427
C -2.695 -1.980 -0.069 0.718
C -2.586 -1.928 -1.447 -0.379
C -2.594 -0.711 -2.112 -1.032
C -2.742 0.477 -1.420 0.090
C -2.877 0.429 -0.036 -0.095
C -2.831 -0.774 0.650 0.752
O -2.901 -0.893 2.005 -0.493
C -3.129 0.271 2.766 -0.796
H -4.094 0.726 2.522 0.359
H -3.140 -0.059 3.804 0.265
H -2.339 1.016 2.628 0.226
H -3.016 1.342 0.517 0.518
C -2.754 1.777 -2.182 -1.158
H -2.077 1.673 -3.032 0.421
H -3.758 1.956 -2.579 0.451
C -2.334 3.002 -1.370 -1.122
N -1.072 2.786 -0.698 0.094
C -0.916 3.014 0.615 -0.522
O -1.780 3.498 1.326 -0.719
C 0.451 2.623 1.175 0.801
C 1.603 3.251 0.388 -0.920
C 2.936 2.887 1.040 -0.950
C 3.011 1.367 1.287 -0.808
N 1.898 0.646 0.707 0.465
S 2.008 0.345 -0.942 1.099
O 3.234 0.882 -1.445 -0.773
O 0.779 0.752 -1.571 -0.798
N 2.096 -1.281 -1.080 0.272
C 0.924 -2.076 -0.809 -0.708
H 0.944 -2.937 -1.489 0.500
C 0.798 -2.564 0.634 0.673
H -0.074 -3.216 0.696 0.189
C 2.034 -3.313 1.134 -1.391
H 1.771 -3.801 2.076 0.474
H 2.313 -4.096 0.427 0.384
C 3.216 -2.373 1.382 -0.318
H 2.823 -1.414 1.722 -0.011
H 3.840 -2.776 2.183 0.497
C 4.118 -2.140 0.168 -0.543
H 4.789 -2.993 0.040 0.447
H 4.738 -1.264 0.369 0.255
C 3.376 -1.937 -1.163 -1.082
H 3.205 -2.902 -1.647 0.500
H 3.994 -1.328 -1.826 0.394
H 0.614 -1.712 1.288 -0.111
H 0.065 -1.456 -1.071 -0.129
C 0.608 1.084 1.192 -0.832
H 0.487 0.704 2.213 0.457
H -0.144 0.609 0.560 -0.211
H 3.011 1.147 2.359 0.543
H 3.915 0.951 0.844 0.313
H 3.749 3.196 0.383 0.461
H 3.039 3.419 1.988 0.367
H 1.484 4.336 0.362 0.474
H 1.603 2.884 -0.639 0.265
H 0.485 3.003 2.202 0.578
H -0.390 2.221 -1.192 0.349
H -3.073 3.256 -0.605 0.533
H -2.242 3.861 -2.046 0.371
H -2.487 -0.698 -3.186 0.388
H -2.482 -2.835 -2.022 0.402
H -1.817 -4.522 -0.603 0.319
H -2.774 -5.117 0.776 0.236
```

## Properties
Structure (SMILES): COc1ccc(CCNC(=O)[C@@H]2CCCN(S(=O)(=O)N3CCCCCC3)C2)cc1OC
HOMO (Eh): -0.2929
LUMO level (eV): 0.71
Energy above the lowest of the compared OMol25 structures with the same formula, charge and spin (kcal per mole): 39.7
Electronic energy (Ha): -1797.96682

***

Entry 2:
An isolated molecule of C22H35N5O2. Source: the OMol25 dataset; level of theory: ωB97M-V/def2-TZVPD.

The geometry in XYZ format:
```
64
Properties=species:S:1:pos:R:3:mulliken_charge:R:1
C -5.312 -3.034 -0.685 -0.963
H -4.490 -3.727 -0.891 0.374
O -4.857 -1.870 -0.038 -0.456
C -3.957 -1.072 -0.686 0.844
C -3.440 -1.329 -1.951 -0.854
C -2.503 -0.478 -2.513 -0.901
C -2.075 0.661 -1.847 0.213
C -2.625 0.931 -0.601 0.289
C -3.542 0.081 -0.009 0.541
C -4.019 0.385 1.391 -1.149
N -2.884 0.529 2.264 0.715
C -2.167 -0.421 2.888 0.141
N -1.133 0.115 3.493 -0.620
C -1.248 1.424 3.199 -0.303
N -2.290 1.712 2.456 -0.892
H -0.556 2.165 3.542 0.481
H -2.426 -1.460 2.887 0.436
H -4.567 1.331 1.412 0.211
H -4.657 -0.422 1.756 0.535
H -2.326 1.817 -0.059 0.523
C -0.962 1.524 -2.384 -1.845
N 0.362 1.131 -1.916 0.288
C 0.784 -0.174 -2.383 -0.600
C 2.254 -0.383 -2.033 -1.018
N 2.441 -0.255 -0.603 0.363
C 3.757 -0.673 -0.152 -1.125
H 4.541 -0.420 -0.884 0.310
C 3.775 -2.182 0.110 -0.628
H 3.057 -2.404 0.900 0.230
H 3.441 -2.698 -0.792 0.301
C 5.156 -2.719 0.499 0.794
C 5.614 -2.181 1.852 -1.481
H 4.882 -2.421 2.621 0.307
H 5.746 -1.103 1.824 0.356
H 6.565 -2.629 2.133 0.434
C 5.126 -4.246 0.531 -1.631
H 4.412 -4.593 1.276 0.336
H 4.834 -4.648 -0.437 0.389
H 6.106 -4.644 0.785 0.445
H 5.878 -2.403 -0.265 0.271
H 3.980 -0.146 0.777 0.437
C 2.002 1.041 -0.115 0.033
C 0.522 1.199 -0.476 -0.979
H -0.046 0.406 0.039 0.080
H 0.161 2.167 -0.124 0.354
C 2.818 2.239 -0.644 -0.684
H 2.425 2.526 -1.622 0.516
H 3.864 1.948 -0.762 0.242
C 2.762 3.441 0.298 -0.553
O 3.518 4.532 -0.175 -0.549
H 3.198 4.766 -1.053 0.333
H 3.198 3.185 1.267 0.326
H 1.718 3.745 0.462 0.251
H 2.082 1.012 0.978 0.537
H 2.870 0.338 -2.598 0.286
H 2.551 -1.389 -2.335 0.480
H 0.192 -0.983 -1.922 0.319
H 0.658 -0.218 -3.468 0.432
H -0.944 1.484 -3.477 0.537
H -1.117 2.562 -2.077 0.471
H -2.103 -0.711 -3.489 0.418
H -3.748 -2.202 -2.504 0.428
H -6.010 -3.500 0.008 0.256
H -5.833 -2.797 -1.618 0.366
```

## Properties
Structure (SMILES): COc1ccc(CN2CCN(CCC(C)C)[C@@H](CCO)C2)cc1Cn1cncn1
HOMO (Eh): -0.3022
LUMO level (eV): 0.63
Energy above the lowest of the compared OMol25 structures with the same formula, charge and spin (kcal per mole): 20.0
Electronic energy (Ha): -1283.54258

***

Entry 3:
A structure of composition C22H36AlBr3CaCl2F2N3O13P in a non-equilibrium geometry. Source: the OMol25 dataset; level of theory: ωB97M-V/def2-TZVPD.

The geometry in XYZ format:
```
84
Properties=species:S:1:pos:R:3:mulliken_charge:R:1
C 3.866 -1.605 2.772 -0.895
C 3.999 -0.373 1.834 -0.872
O 3.028 -0.311 0.734 0.070
P 3.807 0.567 -0.593 0.832
O 2.725 0.858 -1.481 -0.553
C 4.712 2.078 -0.199 -0.308
C 3.885 3.283 -0.640 -0.219
C 3.045 3.770 0.473 -1.272
N 2.168 2.676 0.840 0.108
C 0.919 2.562 0.605 0.094
N 0.094 3.386 0.018 -0.083
C -0.935 3.859 0.938 -0.831
C -1.656 2.626 1.514 -0.476
C -1.049 1.364 1.038 0.504
F -1.501 1.024 -0.297 -0.356
N 0.380 1.386 1.131 0.312
O 4.847 -0.446 -1.177 -0.445
C 4.244 -1.692 -1.303 -0.415
C 3.345 -1.763 -2.441 -0.501
H 4.476 -1.397 3.630 0.382
H 4.295 -2.479 2.313 0.122
H 2.865 -1.827 3.162 0.247
H 3.873 0.539 2.415 0.524
H 5.000 -0.350 1.436 0.502
H 5.006 2.177 0.845 0.530
H 5.723 2.107 -0.819 -0.082
H 4.597 4.049 -0.890 0.514
H 3.311 3.063 -1.523 0.223
H 3.716 3.914 1.299 0.374
H 2.565 4.716 0.315 0.475
H 2.633 1.935 1.312 -0.157
H 0.509 4.090 -0.571 0.497
H -1.666 4.467 0.459 0.519
H -0.479 4.343 1.783 0.307
H -2.677 2.557 1.209 -0.140
H -1.659 2.644 2.585 0.366
H -1.399 0.534 1.688 0.036
H 0.773 0.652 0.512 0.323
H 5.078 -2.435 -1.500 0.340
H 3.715 -2.073 -0.361 -0.103
H 2.485 -1.124 -2.378 0.515
H 2.934 -2.888 -2.555 0.086
H 3.908 -1.561 -3.336 0.365
C -1.750 -1.454 2.684 1.004
O -2.707 -2.107 2.062 -0.546
O -1.641 -0.131 2.512 -0.639
O -0.746 -2.044 3.274 -0.923
Ca 1.296 -0.940 2.625 1.358
C -5.975 2.441 0.289 -0.402
O -7.021 3.072 1.023 -0.320
C -7.274 2.508 2.202 0.787
O -6.708 1.560 2.659 -0.529
O -8.260 3.183 2.778 -0.323
C -8.639 2.682 4.062 -0.630
H -5.861 2.983 -0.645 0.272
H -5.038 2.487 0.840 0.040
H -6.231 1.409 0.062 0.311
H -7.806 2.740 4.758 0.294
H -8.998 1.659 3.984 0.295
H -9.445 3.312 4.422 0.218
Br 6.516 1.636 -2.568 -0.769
Al -1.413 -1.116 0.526 0.429
C -1.488 -6.280 -1.813 -1.099
C -2.360 -6.825 -2.673 0.393
C -3.843 -6.651 -2.512 1.000
O -4.576 -7.155 -3.337 -0.615
C -4.323 -5.892 -1.374 -0.893
C -3.455 -5.348 -0.507 0.413
C -1.968 -5.502 -0.687 0.988
O -1.232 -4.962 0.136 -0.588
O -3.862 -4.652 0.537 -0.543
O -1.974 -7.540 -3.707 -0.571
H -0.421 -6.399 -1.923 0.451
H -5.392 -5.789 -1.260 0.438
H -3.068 -4.347 1.024 0.274
H -2.794 -7.810 -4.162 0.359
Br 4.639 -3.737 -0.019 -0.403
F 1.187 1.049 -3.087 -0.819
Br 1.784 -3.707 -1.850 -0.129
C 4.241 3.602 -5.019 0.306
Cl 5.500 4.299 -6.046 -0.182
Cl 3.370 4.864 -4.117 -0.199
H 3.535 3.071 -5.641 0.283
H 4.699 2.927 -4.309 -0.248
```

## Properties
HOMO (Eh): -0.2408
LUMO level (eV): -3.51
Energy above the lowest of the compared OMol25 structures with the same formula, charge and spin (kcal per mole): 0.0
Electronic energy (Ha): -12105.45622

***

Entry 4:
A structure of composition C22H36BrNO6S2Sr. Source: the OMol25 dataset; level of theory: ωB97M-V/def2-TZVPD.

The geometry in XYZ format:
```
69
Properties=species:S:1:pos:R:3:mulliken_charge:R:1
Sr -0.264 -0.319 0.139 0.792
C 3.610 0.531 0.178 -0.021
C 3.859 -0.667 1.061 -0.978
O 2.613 -1.165 1.510 0.160
C 2.653 -2.524 1.886 -0.525
C 1.447 -2.804 2.756 -0.757
O 0.245 -2.520 2.070 -0.225
C -0.630 -3.606 1.848 -0.644
C -0.109 -4.581 0.802 -0.577
O 0.149 -3.977 -0.451 -0.246
C -0.813 -4.202 -1.461 -0.523
C -1.943 -3.183 -1.453 -0.794
O -1.501 -1.855 -1.624 0.083
C -1.297 -1.400 -2.957 -0.480
C 0.165 -1.388 -3.373 -0.615
O 0.896 -0.595 -2.456 0.217
C 1.894 0.222 -3.026 -1.024
C 2.536 0.985 -1.894 0.061
O 3.153 0.032 -1.059 -0.266
H 4.533 1.111 0.053 0.389
H 2.850 1.170 0.645 -0.059
H 4.484 -0.386 1.917 0.369
H 4.383 -1.426 0.469 0.399
H 3.553 -2.742 2.475 0.397
H 2.650 -3.159 0.990 0.261
H 1.490 -2.151 3.630 0.253
H 1.481 -3.845 3.089 0.492
H -1.577 -3.162 1.531 0.234
H -0.805 -4.161 2.777 0.382
H -0.825 -5.403 0.699 0.409
H 0.842 -5.000 1.145 0.379
H -1.247 -5.204 -1.367 0.374
H -0.277 -4.150 -2.410 0.320
H -2.461 -3.208 -0.491 0.324
H -2.662 -3.449 -2.236 0.373
H -1.876 -2.001 -3.666 0.431
H -1.645 -0.365 -2.974 -0.009
H 0.210 -0.958 -4.378 0.485
H 0.595 -2.396 -3.404 0.191
H 1.454 0.928 -3.739 0.483
H 2.649 -0.391 -3.532 0.359
H 1.752 1.534 -1.351 -0.186
H 3.263 1.706 -2.287 0.413
C 0.030 5.803 0.645 -1.296
C 0.425 4.628 1.494 0.226
C 0.776 4.758 2.830 -0.526
C 1.112 3.634 3.569 -0.671
C 1.087 2.417 2.916 0.085
Br 1.514 0.843 3.891 -0.139
N 0.767 2.254 1.648 0.577
C 0.434 3.346 0.954 -0.411
H 0.105 6.732 1.208 0.380
H -0.995 5.686 0.289 0.299
H 0.670 5.871 -0.235 0.306
H 0.774 5.732 3.305 0.370
H 1.373 3.691 4.615 0.449
H 0.106 3.168 -0.066 0.323
C -3.914 2.519 -1.960 -1.796
C -2.994 1.803 -0.982 0.637
S -1.309 1.757 -1.528 -0.670
C -3.481 1.289 0.162 0.572
C -4.953 1.397 0.507 -1.479
S -2.598 0.445 1.444 -0.417
H -3.362 2.783 -2.858 0.384
H -4.308 3.443 -1.525 0.373
H -4.763 1.894 -2.250 0.350
H -5.506 2.062 -0.157 0.407
H -5.055 1.762 1.530 0.318
H -5.414 0.406 0.473 0.249
```

## Properties
HOMO (Eh): -0.1938
LUMO level (eV): 0.42
Energy above the lowest of the compared OMol25 structures with the same formula, charge and spin (kcal per mole): 21.6
Electronic energy (Ha): -4767.19166

***

Entry 5:
A structure of composition C22H36Cl2P2Pm in a non-equilibrium geometry. Source: the OMol25 dataset; level of theory: ωB97M-V/def2-TZVPD.

The geometry in XYZ format:
```
63
Properties=species:S:1:pos:R:3:mulliken_charge:R:1
Pm -0.469 0.585 0.917 0.232
Cl -1.677 2.396 -0.491 -0.600
Cl 1.133 -1.313 -0.161 -0.571
H -1.775 -0.624 0.237 -0.216
H 1.209 1.616 0.698 -0.117
P -0.053 0.115 -3.593 -0.416
C 0.253 1.891 -3.765 0.593
C 1.141 -1.078 -4.151 0.603
C -1.838 -0.261 -3.452 0.590
C 1.235 2.566 -2.776 -1.080
H -0.726 2.368 -3.617 0.423
C 0.702 1.977 -5.235 -1.551
H 1.695 1.528 -5.361 0.266
H 0.739 3.039 -5.528 0.454
H -0.009 1.460 -5.888 0.328
H 0.775 2.705 -1.791 0.105
H 1.495 3.554 -3.168 0.425
H 2.162 1.989 -2.639 0.150
H -2.278 0.601 -2.906 0.404
C -2.258 -1.547 -2.701 -1.379
C -2.200 -0.229 -4.954 -1.411
H -2.129 0.808 -5.339 0.250
H -3.233 -0.591 -5.081 0.486
H -1.512 -0.873 -5.538 0.276
H -1.504 -1.857 -1.955 0.187
H -2.456 -2.369 -3.405 0.410
H -3.177 -1.337 -2.147 0.356
C 2.553 -0.777 -3.616 -1.362
H 1.072 -0.879 -5.236 0.503
C 0.742 -2.512 -3.814 -1.441
H 2.888 0.237 -3.826 0.272
H 3.257 -1.460 -4.087 0.485
H 2.595 -0.932 -2.535 0.129
H 0.770 -2.682 -2.731 0.132
H 1.448 -3.194 -4.282 0.497
H -0.253 -2.765 -4.168 0.328
C 2.417 0.066 3.475 -1.075
P 0.597 0.012 3.351 0.251
C -0.068 -1.585 3.862 1.010
C 0.393 -2.047 5.101 -0.474
C 0.054 -3.336 5.496 -0.701
C -0.710 -4.156 4.667 -0.420
C -1.161 -3.688 3.427 -0.767
C -0.852 -2.400 3.012 -0.041
C -0.112 1.511 4.072 0.902
C -0.572 2.631 3.327 -0.195
C -0.991 3.775 4.002 -0.839
C -0.969 3.819 5.398 -0.409
C -0.539 2.722 6.133 -0.631
C -0.122 1.551 5.484 -0.418
H 2.823 -0.784 2.916 0.338
H 2.672 0.005 4.555 0.381
H 2.769 1.004 3.036 0.348
H 1.022 -1.400 5.713 0.185
H 0.409 -3.691 6.459 0.357
H -0.951 -5.177 4.982 0.339
H -1.747 -4.339 2.781 0.397
H -1.185 -2.042 2.033 0.117
H -0.575 2.636 2.209 0.321
H -1.333 4.639 3.428 0.408
H -1.288 4.718 5.913 0.363
H -0.507 2.741 7.221 0.368
H 0.208 0.662 6.030 0.147
```

## Properties
HOMO (spin up / spin down) (Eh): -0.0909 / -0.0910
Multiplicity: 5
LUMO level (spin up / spin down) (eV): 2.36 / 2.36
Charge: -1
Electronic energy (Ha): -3071.28932

***

Entry 6:
A structure of composition C22H36Cl8CuO10 in a non-equilibrium geometry. Source: the OMol25 dataset; level of theory: ωB97M-V/def2-TZVPD.

The geometry in XYZ format:
```
77
Properties=species:S:1:pos:R:3:mulliken_charge:R:1
Cu -0.717 -0.441 -2.962 0.708
O -0.018 1.179 -1.583 -0.257
C 0.074 0.517 -0.331 0.164
C -0.311 -1.038 -0.110 0.321
O -0.988 -1.783 -1.128 -0.392
H -0.505 1.091 0.392 0.451
H 1.074 0.585 0.099 -0.101
H -0.884 -1.262 0.790 -0.073
H 0.596 -1.635 -0.013 0.101
O -3.574 3.752 -5.394 -0.627
C -3.557 3.775 -4.145 0.480
O -2.469 3.622 -3.452 -0.310
C -2.739 3.348 -2.054 -0.115
C -4.209 3.899 -1.885 -0.607
C -4.777 3.757 -3.253 -0.366
H -2.077 3.909 -1.393 0.301
H -2.654 2.275 -1.883 0.013
H -4.176 4.956 -1.624 0.274
H -4.755 3.453 -1.052 0.379
H -5.494 4.523 -3.547 0.316
H -5.315 2.814 -3.357 0.232
O 2.632 3.461 4.104 -0.586
C 2.130 2.363 4.354 0.404
O 2.529 1.572 5.410 -0.323
C 1.888 0.356 5.400 -0.499
C 0.635 0.663 4.592 -0.404
C 0.950 1.708 3.585 0.442
H 1.612 0.012 6.397 0.346
H 2.463 -0.459 4.962 0.235
H -0.064 0.984 5.364 0.229
H 0.171 -0.256 4.234 0.306
H 0.082 2.341 3.400 0.376
H 1.286 1.325 2.621 -0.498
O -5.704 -4.885 2.610 -0.602
C -4.606 -4.684 2.051 0.475
O -4.499 -3.751 1.059 -0.373
C -3.111 -3.691 0.553 0.674
C -2.593 -5.001 0.938 -0.042
C -3.248 -5.332 2.210 -0.489
H -2.620 -2.799 0.943 -0.789
H -3.151 -3.536 -0.525 0.239
H -1.505 -5.001 0.990 -0.043
H -2.874 -5.736 0.183 0.319
H -2.751 -4.867 3.061 0.270
H -3.439 -6.396 2.350 0.307
O 1.244 -1.134 -3.630 -0.508
C 2.527 -0.992 -3.605 0.311
O 3.348 -1.780 -4.353 -0.279
C 4.714 -1.369 -4.027 -0.508
C 4.703 0.003 -3.338 -0.510
C 3.324 -0.021 -2.645 1.052
H 5.208 -1.253 -4.991 0.372
H 5.245 -2.053 -3.364 0.277
H 4.632 0.763 -4.115 0.238
H 5.531 0.178 -2.651 0.393
H 2.777 0.915 -2.532 -0.677
H 3.290 -0.506 -1.669 -0.064
C 2.019 3.934 -2.362 0.646
Cl 2.718 3.283 -3.827 -0.123
Cl 2.834 5.443 -1.919 -0.136
H 0.985 4.210 -2.568 0.177
H 2.055 3.207 -1.550 -0.584
C -2.724 -0.435 3.137 0.222
Cl -3.281 -0.181 4.780 -0.136
Cl -4.047 -0.392 1.957 -0.141
H -2.060 0.384 2.857 -0.066
H -2.259 -1.409 2.984 0.121
C 3.932 2.486 0.691 -0.240
Cl 3.783 0.739 1.143 -0.187
Cl 4.987 2.679 -0.704 -0.111
H 2.915 2.858 0.568 0.117
H 4.289 3.074 1.536 0.456
C 1.623 -4.359 0.379 0.172
Cl 1.534 -6.146 -0.015 -0.150
Cl 2.754 -3.531 -0.765 -0.123
H 0.630 -3.929 0.245 -0.241
H 2.031 -4.353 1.389 0.362
```

## Properties
HOMO (spin up / spin down) (Eh): -0.4500 / -0.4500
Multiplicity: 3
LUMO level (spin up / spin down) (eV): -4.09 / -6.98
Charge: +1
Electronic energy (Ha): -6933.84788